1.
Molecular formula: C29H46P2Rh
Method: DFT, ωB97M-V with the def2-TZVPD basis set

Values from the calculation:
frontier orbital gap (spin up / spin down) = 6.796 / 3.905 eV
HOMO level (spin up / spin down) = -8.956 / -10.219 eV
expectation value of S² = 6.0393

Geometry as ORCA input:
```
! wB97M-V def2-TZVPD RIJCOSX def2/J DEFGRID3
* xyz 1 5
Rh 1.227 0.499 0.712
C -1.098 -0.867 2.389
C -0.774 -2.150 1.890
C 1.277 -1.032 2.161
C 0.129 -0.125 2.608
C 0.600 -2.287 1.743
C -2.479 -0.435 2.771
H -3.160 -0.345 1.898
H -2.457 0.548 3.265
H -2.978 -1.139 3.466
C 0.290 0.717 3.809
H -0.649 1.231 4.038
H 1.032 1.494 3.677
H 0.627 0.094 4.650
C 2.472 -1.246 3.045
H 2.311 -0.956 4.097
H 3.333 -0.709 2.676
H 2.739 -2.309 3.079
C 1.282 -3.573 1.471
H 0.823 -4.382 2.064
H 2.346 -3.554 1.730
H 1.198 -3.877 0.413
C -1.702 -3.260 1.570
H -1.359 -4.164 2.088
H -1.713 -3.479 0.493
H -2.708 -3.008 1.918
C -3.438 0.873 -1.166
C -4.537 0.136 -1.279
C -4.626 -1.286 -1.664
C -4.074 -1.527 -3.122
C -2.599 -1.728 -3.117
C -1.776 -1.574 -2.089
C -1.790 -0.956 -0.699
C -2.106 0.530 -0.582
H -5.663 -1.654 -1.648
H -4.227 -0.667 -3.792
H -4.031 -1.921 -0.980
H -1.245 1.094 -1.117
H -3.483 1.914 -1.523
H -5.511 0.662 -1.189
H -2.017 0.831 0.476
H -2.418 -1.455 0.036
H -0.771 -2.002 -2.181
H -0.759 -1.069 -0.296
H -4.617 -2.356 -3.603
H -2.088 -2.013 -4.057
P 0.111 1.863 -2.340
C 0.110 3.617 -2.853
C -0.729 1.265 -3.915
P 1.858 -0.282 -1.211
C 1.890 1.354 -2.201
C 1.567 -1.317 -2.824
C 3.483 -1.207 -1.001
H 0.987 4.148 -2.474
H -0.785 4.090 -2.434
H 0.064 3.759 -3.940
H -0.423 1.873 -4.774
H -1.810 1.426 -3.792
H -0.583 0.211 -4.190
H 4.099 -1.155 -1.899
H 3.217 -2.248 -0.790
H 4.057 -0.846 -0.143
H 2.424 2.142 -1.632
H 2.359 1.203 -3.185
H 2.111 -2.282 -2.798
H 1.997 -0.772 -3.684
H 0.553 -1.524 -3.144
C 3.645 4.360 2.707
C 3.662 3.190 3.437
C 3.035 2.027 2.957
C 2.408 2.065 1.708
C 2.429 3.204 0.940
C 3.049 4.361 1.461
H 4.140 5.259 3.097
H 4.175 3.130 4.398
H 3.042 1.148 3.605
H 1.960 3.179 -0.048
H 3.065 5.243 0.831
*
```

***

2.
Molecular formula: C46H121N7O18
Method: DFT, ωB97M-V with the def2-TZVPD basis set

Values from the calculation:
frontier orbital gap = 8.886 eV
structure (SMILES) = COCCNCCOC.COCCNCCOC.COCCNCCOC.COCCNCCOC.COCCNCCOC.COCCNCCOC.COCCNCCOC.CO.CO.CO.CO
HOMO level = -8.413 eV

Geometry as ORCA input:
```
! wB97M-V def2-TZVPD RIJCOSX def2/J DEFGRID3
* xyz 0 1
C -3.419 -2.951 -5.926
O -2.740 -1.709 -6.164
C -3.680 -0.638 -6.195
C -2.976 0.638 -6.386
N -2.283 0.735 -7.697
C -1.277 1.751 -7.799
C -0.021 1.437 -6.958
O -0.123 1.853 -5.607
C 0.619 1.079 -4.697
H -3.785 -2.954 -4.899
H -2.701 -3.764 -6.032
H -4.281 -3.088 -6.579
H -4.280 -0.680 -5.286
H -4.507 -0.687 -6.905
H -2.287 0.774 -5.553
H -3.731 1.417 -6.278
H -1.769 -0.132 -7.749
H -1.646 2.755 -7.586
H -1.004 1.673 -8.851
H 0.787 2.060 -7.340
H 0.328 0.410 -7.067
H 1.678 1.302 -4.827
H 0.424 0.008 -4.757
H 0.352 1.340 -3.673
C -0.486 -0.958 7.180
O -0.559 -0.790 5.756
C 0.674 -0.789 5.082
C 0.402 -0.640 3.558
N -0.060 0.713 3.154
C -0.407 0.671 1.761
C -1.030 2.036 1.273
O -2.434 2.137 1.411
C -2.953 3.323 1.046
H -1.513 -0.745 7.476
H 0.160 -0.302 7.764
H -0.183 -1.993 7.340
H 1.277 -1.687 5.224
H 1.168 0.095 5.483
H -0.365 -1.372 3.306
H 1.345 -0.907 3.082
H -0.862 0.883 3.743
H -1.217 -0.030 1.558
H 0.412 0.431 1.084
H -0.846 2.152 0.205
H -0.480 2.875 1.698
H -4.037 3.205 1.047
H -2.587 3.500 0.034
H -2.626 4.127 1.705
C 3.290 -3.659 -1.982
O 2.847 -4.426 -0.870
C 1.600 -5.090 -1.038
C 1.483 -6.182 0.025
N 0.808 -5.933 1.313
C 1.268 -4.686 1.945
C 1.049 -4.613 3.458
O -0.329 -4.377 3.788
C -0.634 -4.219 5.151
H 3.755 -4.232 -2.784
H 4.114 -3.006 -1.694
H 2.547 -3.003 -2.437
H 1.726 -5.589 -1.999
H 0.814 -4.346 -1.171
H 2.487 -6.534 0.259
H 1.048 -7.100 -0.371
H 0.973 -6.710 1.938
H 0.779 -3.794 1.555
H 2.340 -4.526 1.824
H 1.652 -3.784 3.828
H 1.427 -5.490 3.983
H -1.630 -3.788 5.252
H 0.157 -3.661 5.650
H -0.691 -5.198 5.627
C 1.065 5.662 4.025
O 1.178 4.406 4.711
C 1.997 3.521 3.963
C 2.448 2.328 4.830
N 2.962 1.167 4.036
C 3.788 1.525 2.882
C 4.209 0.199 2.223
O 3.196 -0.420 1.457
C 3.463 -1.800 1.107
H 0.458 6.268 4.698
H 0.514 5.591 3.087
H 2.044 6.117 3.875
H 2.885 4.045 3.608
H 1.447 3.184 3.083
H 1.626 1.983 5.457
H 3.221 2.677 5.514
H 2.150 0.659 3.716
H 4.736 1.953 3.207
H 3.253 2.170 2.184
H 4.541 -0.431 3.048
H 5.080 0.415 1.603
H 4.447 -1.830 0.640
H 2.641 -2.175 0.497
H 3.579 -2.369 2.029
C -1.542 7.914 -3.709
O -0.828 7.758 -2.465
C -1.573 7.266 -1.361
C -0.757 7.432 -0.079
N 0.579 6.717 -0.038
C 0.364 5.252 -0.096
C 1.648 4.505 -0.415
O 1.299 3.140 -0.594
C 2.345 2.230 -0.908
H -2.088 7.028 -4.032
H -0.863 8.190 -4.516
H -2.318 8.673 -3.618
H -2.002 6.277 -1.523
H -2.348 8.018 -1.209
H -1.337 7.108 0.785
H -0.601 8.501 0.064
H 1.097 6.891 -0.887
H -0.406 5.017 -0.831
H -0.060 4.851 0.825
H 2.345 4.627 0.414
H 2.141 4.823 -1.334
H 3.059 2.352 -0.094
H 2.829 2.551 -1.831
H 2.015 1.196 -1.011
C -3.923 -2.619 0.308
O -4.978 -2.135 1.079
C -4.894 -0.718 1.182
C -5.813 -0.182 2.329
N -7.204 -0.471 2.017
C -8.057 -0.015 3.021
C -9.495 -0.502 2.728
O -9.744 -1.856 3.232
C -11.085 -2.042 3.662
H -2.987 -2.472 0.848
H -3.807 -2.155 -0.671
H -4.027 -3.691 0.141
H -5.171 -0.312 0.208
H -3.876 -0.358 1.330
H -5.626 0.890 2.270
H -5.471 -0.570 3.289
H -7.295 -1.455 1.813
H -7.996 1.073 3.040
H -7.769 -0.291 4.035
H -9.877 -0.294 1.729
H -10.119 0.174 3.313
H -11.161 -1.574 4.643
H -11.283 -3.101 3.826
H -11.805 -1.683 2.927
C 7.790 -2.949 2.958
O 7.504 -1.760 2.231
C 8.579 -0.884 2.074
C 8.074 0.380 1.458
N 7.435 0.172 0.163
C 6.890 1.362 -0.418
C 6.236 1.083 -1.834
O 5.014 0.395 -1.519
C 4.246 0.003 -2.686
H 8.705 -3.338 2.510
H 6.924 -3.587 2.782
H 7.912 -2.848 4.037
H 9.321 -1.398 1.463
H 9.004 -0.706 3.062
H 8.921 1.064 1.410
H 7.328 0.808 2.127
H 6.705 -0.522 0.252
H 7.706 2.076 -0.529
H 6.173 1.872 0.227
H 6.886 0.503 -2.488
H 5.951 1.960 -2.415
H 3.416 -0.637 -2.388
H 4.879 -0.491 -3.423
H 3.857 0.902 -3.164
C 0.390 -3.861 -5.336
O 0.993 -2.812 -4.583
H -0.359 -3.402 -5.982
H 1.174 -4.425 -5.840
H -0.126 -4.541 -4.658
H 0.391 -2.379 -3.974
C -2.297 -4.751 -2.095
O -3.307 -5.695 -1.761
H -2.487 -3.831 -1.543
H -1.406 -5.231 -1.690
H -2.245 -4.568 -3.168
H -3.154 -5.872 -0.830
C -3.243 0.922 -2.249
O -3.158 -0.345 -2.793
H -2.261 1.395 -2.230
H -3.770 1.587 -2.933
H -3.722 0.941 -1.270
H -4.047 -0.672 -2.946
C -0.210 -1.237 -1.461
O -0.693 -1.496 -2.779
H -0.718 -1.812 -0.687
H 0.831 -1.525 -1.610
H -0.304 -0.177 -1.222
H -1.545 -1.098 -2.975
*
```

***

3.
Molecular formula: C24H22CuN2O3
Method: DFT, ωB97M-V with the def2-TZVPD basis set

Values from the calculation:
frontier orbital gap (spin up / spin down) = 7.545 / 7.505 eV
HOMO level (spin up / spin down) = -7.456 / -7.411 eV
expectation value of S² = 0.7533

Geometry as ORCA input:
```
! wB97M-V def2-TZVPD RIJCOSX def2/J DEFGRID3
* xyz 0 2
Cu -0.632 0.876 0.887
O 1.291 0.755 0.730
C 2.053 1.566 0.102
C 3.457 1.319 0.134
C 4.359 2.124 -0.502
C 3.930 3.247 -1.222
C 2.592 3.516 -1.293
C 1.626 2.704 -0.663
C 0.262 3.068 -0.815
N -0.737 2.490 -0.256
C -2.088 2.966 -0.410
C -3.034 1.761 -0.376
N -2.601 0.893 0.687
C -3.324 -0.096 1.071
C -2.983 -1.006 2.101
C -3.902 -2.016 2.438
C -3.684 -2.873 3.482
C -2.520 -2.733 4.248
C -1.583 -1.792 3.923
C -1.746 -0.908 2.820
O -0.809 -0.077 2.563
H 3.776 0.461 0.702
H 5.418 1.902 -0.449
H 4.649 3.897 -1.700
H 2.252 4.388 -1.836
H 0.075 3.924 -1.476
H -2.221 3.550 -1.330
H -2.317 3.607 0.450
H -2.984 1.221 -1.330
H -4.068 2.091 -0.217
H -4.307 -0.242 0.606
H -4.807 -2.101 1.848
H -4.407 -3.635 3.728
H -2.368 -3.377 5.103
H -0.682 -1.674 4.505
C -0.070 -3.333 0.053
C -0.087 -1.955 -0.549
O -0.985 -1.169 -0.292
C 0.992 -1.591 -1.491
C 0.937 -0.328 -2.083
C 1.908 0.082 -2.975
C 2.943 -0.779 -3.309
C 3.002 -2.043 -2.741
C 2.037 -2.448 -1.836
H -0.938 -3.446 0.696
H 0.831 -3.465 0.646
H -0.091 -4.092 -0.725
H 0.121 0.325 -1.815
H 1.851 1.067 -3.412
H 3.707 -0.468 -4.008
H 3.800 -2.722 -3.010
H 2.104 -3.431 -1.396
*
```